C17H29N2P2SbSe4TeZr | ωB97M-V with the def2-TZVPD basis set

Properties
DFT total energy = -11618.556083 hartree
2S+1 = 1
HOMO energy = -7.4 eV

Atoms and positions in Å:
Zr 0.634 0.502 0.102
C 4.544 1.742 0.851
P 3.448 0.715 -0.190
C 4.116 1.216 -1.826
C 4.409 -0.806 0.175
C 3.853 -2.066 -0.357
P 2.034 -2.268 0.057
C 2.056 -3.329 1.560
C 1.661 -3.668 -1.127
H 5.576 1.447 0.683
H 4.241 1.639 1.910
H 4.364 2.776 0.558
H 3.849 0.418 -2.516
H 5.224 1.314 -1.805
H 3.644 2.172 -2.130
H 4.426 -0.823 1.274
H 5.447 -0.596 -0.114
H 4.369 -2.953 -0.008
H 3.910 -2.097 -1.451
H 2.957 -3.945 1.539
H 1.154 -3.962 1.580
H 2.156 -2.705 2.443
H 2.549 -4.340 -1.207
H 1.437 -3.252 -2.112
H 0.790 -4.209 -0.758
Te -0.714 -1.637 -1.664
C -2.631 -1.820 -0.782
C -2.784 -2.125 0.572
C -4.037 -1.947 1.149
C -5.101 -1.407 0.448
C -4.906 -1.071 -0.896
C -3.699 -1.335 -1.547
H -1.960 -2.570 1.123
H -4.145 -2.241 2.175
H -6.036 -1.236 0.934
H -5.706 -0.681 -1.492
H -3.601 -1.233 -2.647
Se -1.299 3.659 3.207
Sb 0.826 2.677 2.537
Se 0.528 0.101 2.542
Se 1.440 3.012 0.012
Se 2.882 3.032 3.725
C -4.531 2.617 1.365
C -3.445 2.242 0.395
C -3.279 2.559 -0.949
C -2.001 2.054 -1.344
N -1.470 1.360 -0.282
N -2.414 1.440 0.739
C -1.248 2.237 -2.614
H -5.459 2.789 0.836
H -4.185 3.512 1.939
H -4.671 1.817 2.100
H -3.922 3.069 -1.636
H -2.092 1.296 1.714
H -1.752 2.995 -3.201
H -1.212 1.302 -3.180
H -0.220 2.610 -2.409

***

C3H2BrNO2 | ωB97M-V with the def2-TZVPD basis set

Properties
DFT total energy = -2894.694648 hartree
ΔE to the lowest compared entry with this formula, charge and spin = 140.17 kJ/mol
2S+1 = 1
HOMO energy = -9.3 eV

Atoms and positions in Å:
C 0.294 -0.939 -0.006
C -0.346 1.232 -0.003
C -1.018 -0.044 -0.011
N 1.189 0.049 -0.063
O 0.378 -2.130 0.058
O -0.246 2.376 0.047
Br 3.010 -0.141 -0.008
H -1.633 -0.209 -0.894
H -1.627 -0.195 0.880

***

C10H13O2 | ωB97M-V with the def2-TZVPD basis set

Properties
charge = -1
DFT total energy = -539.368086 hartree
ΔE to the lowest compared entry with this formula, charge and spin = 62.99 kJ/mol
2S+1 = 1
HOMO energy = -4.1 eV

Atoms and positions in Å:
C 2.217 -0.772 1.466
C 2.448 0.446 2.377
C 0.905 -1.574 1.767
O 0.203 -1.182 2.725
O 0.649 -2.446 0.907
H 2.353 -0.522 0.404
H 3.100 -1.443 1.462
H 1.826 1.304 2.156
H 3.488 0.773 2.427
H 2.184 -0.006 3.342
C -1.780 -1.801 -1.225
C -0.368 1.582 -2.302
C -0.808 2.366 -1.259
C -0.722 0.216 -2.348
C -1.527 -0.331 -1.359
C -1.603 1.827 -0.262
C -1.976 0.492 -0.315
H 0.124 2.052 -3.147
H -0.449 3.377 -1.108
H -0.213 -0.313 -3.146
H -1.703 2.442 0.628
H -0.988 -2.430 -0.826
H -2.012 -2.274 -2.174
H -2.716 0.081 0.359
H -2.634 -1.865 -0.547

***

CH2Br2O2 | ωB97M-V with the def2-TZVPD basis set

Properties
DFT total energy = -5337.816151 hartree
SMILES string = O=C(O)Br.Br
ΔE to the lowest compared entry with this formula, charge and spin = 0.00 kJ/mol
2S+1 = 1
HOMO energy = -10.7 eV

Atoms and positions in Å:
O 1.462 -2.016 -0.956
C 0.988 -1.261 -0.188
O 0.502 -1.508 1.000
Br 0.748 0.626 -0.423
H 0.633 -2.359 1.286
Br -2.043 3.382 0.321
H -2.290 3.135 -1.039